# 1
Computed, not measured: a molecular structure, C10H4EuN2O4 at a distorted geometry, with ωB97M-V/def2-TZVPD.

spin multiplicity: 8
total charge: +2
ΔE to the lowest compared entry with this formula, charge and spin: 20.1 kJ/mol
Kohn-Sham gap (spin up / spin down): 8.25 / 8.42 eV
E_LUMO (spin up / spin down): -8.61 / -8.49 eV
HOMO (spin up / spin down): -16.86 / -16.91 eV

Structure (XYZ):
```
21
Properties=species:S:1:pos:R:3:forces:R:3:mulliken_spin:R:1
Eu -0.494 -0.664 -1.956 0.155 0.279 1.136 7.00
O -3.382 -3.017 -2.241 2.874 2.418 -0.278 0.00
O -0.349 -0.471 -5.575 0.061 0.138 4.670 0.01
O 3.238 -1.770 -2.227 -3.520 1.135 -0.377 0.00
O -1.002 3.289 -2.222 0.626 -4.721 -0.802 0.00
N 0.097 0.076 0.249 0.430 -0.140 1.012 -0.01
N 0.649 0.983 5.500 -0.379 -0.537 -3.011 0.00
C -0.905 0.272 2.432 -0.187 -0.157 -0.434 0.00
C 1.330 0.297 0.771 -0.537 0.282 0.294 0.00
C 0.378 0.536 2.948 -0.024 -0.020 -0.176 0.00
C 2.150 -1.427 -2.315 3.814 -1.264 0.365 0.00
C 0.516 0.781 4.350 0.456 0.603 3.163 0.00
C -0.337 -0.447 -4.422 0.102 0.033 -6.584 0.00
C -0.985 0.026 1.062 0.643 0.351 0.129 0.00
C -0.856 2.154 -2.386 -0.648 4.782 0.874 0.00
C 1.526 0.554 2.128 -0.164 -0.122 -0.330 0.00
C -2.506 -2.283 -2.293 -3.704 -3.086 0.205 0.00
H -1.926 -0.198 0.546 -0.001 0.125 0.467 0.00
H 2.530 0.766 2.542 -0.805 -0.212 -0.305 0.00
H -1.810 0.259 3.071 0.831 -0.006 -0.460 0.00
H 2.140 0.284 0.039 -0.021 0.118 0.442 0.00
```
Forces are in eV/Å.

***

# 2
Computed, not measured: a molecular structure, C3HO2Y at a distorted geometry, with ωB97M-V/def2-TZVPD.

total charge: +2
ΔE to the lowest compared entry with this formula, charge and spin: 475.4 kJ/mol
Kohn-Sham gap (spin up / spin down): 4.29 / 4.21 eV
E_LUMO (spin up / spin down): -11.82 / -11.80 eV
HOMO (spin up / spin down): -16.11 / -16.01 eV

Structure (XYZ):
```
7
Properties=species:S:1:pos:R:3:forces:R:3:nbo_charge:R:1
Y -0.322 -0.905 -3.953 0.778 0.393 4.380 2.45
O 0.811 -0.615 0.892 -0.440 -1.448 -5.419 -0.44
O -0.172 1.180 1.332 0.141 -0.399 0.117 -0.63
C 0.101 -0.682 -1.573 -1.197 -0.550 -5.153 -0.94
C 0.366 -0.605 -0.383 2.428 -0.003 3.548 0.47
C -0.094 -0.058 1.711 -1.310 1.939 2.403 0.55
H -0.690 1.685 1.974 -0.400 0.068 0.124 0.54
```
Forces are in eV/Å.

***

# 3
Computed, not measured: a gas-phase ion, C6H10FN2O (charge +1) at a distorted geometry, with ωB97M-V/def2-TZVPD.

total charge: +1
ΔE to the lowest compared entry with this formula, charge and spin: 276.4 kJ/mol
Kohn-Sham gap: 9.08 eV
E_LUMO: -4.84 eV
HOMO: -13.92 eV

Structure (XYZ):
```
20
Properties=species:S:1:pos:R:3:forces:R:3:nbo_charge:R:1
F -1.776 1.560 -0.360 0.195 1.614 -0.075 -0.33
O -0.107 0.352 -1.830 -0.251 1.647 -1.890 -0.57
N 2.530 -0.176 0.044 2.597 -0.563 1.184 -0.38
N 1.370 1.721 0.216 -0.637 0.765 0.096 -0.68
C 1.968 -1.177 -0.354 -1.774 -2.745 -1.329 0.22
C -2.448 -0.376 0.567 -2.259 -0.615 -0.735 -0.67
C 0.429 -1.427 -0.340 -0.137 0.409 1.365 -0.63
C 2.167 0.902 0.766 -1.614 1.148 -3.439 0.25
C -0.257 -0.124 -0.677 -1.167 0.036 0.374 0.75
C -1.253 0.499 0.291 0.460 -2.053 -2.229 0.09
H -3.068 0.374 1.096 -0.033 -0.987 0.297 0.26
H 2.769 1.192 1.521 1.960 0.282 2.973 0.19
H -0.491 1.306 -2.155 0.750 -2.950 1.975 0.58
H 0.139 -1.833 0.729 0.218 0.726 -2.332 0.28
H -2.342 -1.345 1.105 0.225 1.042 -0.110 0.25
H 2.442 -2.068 -0.833 0.369 1.175 0.204 0.21
H 0.250 -2.134 -1.177 -0.227 0.238 0.747 0.30
H -0.601 0.723 1.094 -0.115 0.726 1.432 0.23
H -3.103 -0.605 -0.380 1.686 0.486 1.436 0.25
H 1.382 2.637 0.678 -0.245 -0.381 0.058 0.37
```
Forces are in eV/Å.